Computed, not measured: C4H6N2 in the gas phase, with ωB97M-V/def2-TZVPD.

```
12
Properties=species:S:1:pos:R:3:forces:R:3:nbo_charge:R:1
N 0.3062 -1.0959 2.2064 0.279 4.549 -5.596 -0.3760
N -1.7238 0.4608 0.6514 -9.021 -0.214 -1.041 -0.8027
C -0.9612 0.2650 -0.4446 -1.673 2.028 -2.381 0.1487
C 0.3028 0.0347 -0.0883 -0.134 0.423 -2.094 -0.3689
C 1.5398 0.0218 -0.7600 4.345 0.205 -6.627 -0.6149
C 0.3316 -0.4051 1.1846 1.246 -6.439 9.368 0.2808
H -2.9412 0.3208 0.3730 4.998 0.590 1.438 0.3723
H -1.5442 0.1182 1.6157 0.147 0.225 -1.421 0.4444
H -1.4953 0.5638 -1.5773 2.032 -1.044 3.673 0.2349
H 2.1744 0.9926 -1.0800 -2.169 -1.645 0.644 0.2239
H 1.6962 -0.7536 -1.7253 -1.457 2.306 1.509 0.2158
H 2.3147 -0.5230 -0.3556 1.407 -0.983 2.529 0.2418
```
Positions in Å, forces in eV/Å.

HOMO energy: -0.308 Eh
SMILES: C/C(C#N)=C/N
Kohn-Sham gap: 0.32845 Ha
Multiplicity: 1
F_max: 11.4 eV/A
E_tot: -265.363437 a.u.